No. 1
The following is a DFT calculation (the ωB97M-V functional and the def2-TZVPD basis) of 2 unconnected molecules or ions with the total composition C5H11IN2O2S at a distorted geometry.

The geometry in XYZ format:
```
22
Properties=species:S:1:pos:R:3:forces:R:3
C 0.68365 2.56776 -1.39756 -0.48 -3.30 -0.65
C 0.71442 -0.42332 2.57839 -0.05 -0.04 0.03
C 1.14853 -1.09298 -1.22465 -0.84 0.29 -0.21
C -0.91098 0.14813 0.86864 -0.06 0.01 0.17
C -1.54725 -0.33778 -0.41790 0.75 -0.01 -0.39
N -0.23713 0.93548 -2.61625 1.37 3.27 1.55
N -0.06855 -0.88224 1.44893 -0.28 -0.23 0.14
O 1.43160 2.32086 -0.54033 -0.44 0.40 -0.61
O -0.98381 -1.34645 -2.78083 -0.18 -0.71 0.05
S -0.40168 -0.38238 -1.87365 0.06 -0.36 0.33
I -0.02082 4.32124 -2.19584 -0.19 0.29 -0.24
H 1.39194 0.36033 2.24087 0.08 0.04 0.05
H 0.10645 -0.02587 3.40246 0.03 0.05 0.03
H 1.30630 -1.25708 2.95097 0.08 0.05 0.09
H 0.87908 -1.90567 -0.56384 0.08 -0.07 0.06
H 1.70932 -1.44572 -2.08223 -0.08 0.10 -0.28
H 1.69156 -0.32568 -0.69034 0.11 0.14 0.17
H -0.27631 1.01339 0.66198 -0.09 0.03 0.08
H -1.70400 0.48331 1.56340 0.13 0.03 -0.14
H -2.36511 0.30755 -0.73098 0.03 0.01 -0.21
H -1.90370 -1.36143 -0.33414 -0.10 -0.11 0.05
H -0.64350 -1.67143 1.73288 0.05 0.12 -0.07
```
Forces are in eV/Å.

**Electronic energy**: -1152.811785 hartree
**Maximum force**: 3.9 eV Å⁻¹
**Spin multiplicity**: 1
**Highest occupied orbital energy (spin up / spin down)**: -8.8 / -8.8 eV
**Frontier orbital gap (spin up / spin down)**: 7.7 / 7.7 eV
**Energy above the lowest of the compared OMol25 structures with the same formula, charge and spin**: 48.5 kcal/mol

Atom charges from the Mulliken analysis, given in e for atoms 1 to 5: C 0.232; C -0.962; C -0.956; C -0.618; C -0.756


No. 2
The following is a DFT calculation (the ωB97M-V functional and the def2-TZVPD basis) of 2 unconnected molecules or ions with the total composition C22H33ClN4O5S at a distorted geometry.

The geometry in XYZ format:
```
66
Properties=species:S:1:pos:R:3:forces:R:3
C -2.73741 4.62627 -2.07013 0.32 -0.71 0.33
C -2.04443 3.40839 -1.25830 -0.26 0.79 0.44
C -1.54422 3.87651 0.20927 0.00 0.22 -0.40
N -1.26790 2.68043 1.09158 2.07 0.04 -0.63
C -0.03479 1.98656 0.62706 0.30 -2.77 -1.15
C -0.14033 0.67434 0.09007 0.14 2.25 0.43
C -1.59280 -0.04088 -0.00885 0.09 -0.15 -0.23
C -1.74546 -0.89780 1.34633 1.65 -0.09 0.09
S -3.25626 -1.97812 1.39697 -0.33 -0.84 1.14
C -2.91773 -3.13660 2.80397 4.58 -0.71 1.07
N -1.54060 -3.43662 3.09290 -4.71 0.80 -0.70
N -1.48149 -4.26553 4.17595 -6.68 0.11 0.39
C -2.85030 -4.47643 4.54096 4.10 0.51 -1.02
O -3.80214 -3.78919 3.70369 4.24 -0.08 0.03
C 1.18879 -0.12121 -0.37928 -1.39 -2.96 0.14
O 1.02645 -1.37828 -0.51228 1.15 4.94 0.21
C 2.57394 0.63180 -0.59873 -0.35 3.02 0.96
C 3.84026 0.07037 -1.40127 -0.37 0.05 0.01
C 3.54440 -1.19713 -2.33002 -0.15 -4.56 2.81
O 3.48083 -2.35362 -1.83151 0.43 5.54 -2.55
Cl 3.33641 -1.04592 -4.15175 0.19 0.39 1.67
C 2.68954 1.96039 -0.04761 -0.85 -1.76 -0.74
C 3.97856 2.89137 -0.18467 0.12 -0.01 0.04
C 5.31137 2.31080 0.50256 0.08 0.06 0.15
C 5.10525 1.71305 1.98151 1.17 -0.58 0.30
C 5.40623 0.11281 2.06557 0.18 0.31 -0.15
N 5.58342 -0.33492 3.50280 -0.96 0.48 -0.80
C 1.43076 2.61084 0.73776 -0.10 1.77 1.63
O 1.58843 3.62700 1.47833 -0.30 -3.48 -2.74
H -2.01669 5.51138 -2.22580 -1.16 -1.39 0.25
H -3.65530 4.95970 -1.46940 1.31 -0.31 -1.02
H -3.07126 4.21100 -3.08750 0.44 0.83 1.48
H -1.17264 2.97286 -1.85998 -1.23 0.57 0.91
H -2.84620 2.60695 -1.11676 1.19 0.99 -0.20
H -2.34394 4.50867 0.74346 1.12 -0.99 -0.94
H -0.58331 4.49577 0.14185 -1.39 -0.53 -0.15
H -1.08167 2.99829 2.05546 -0.11 0.00 -0.68
H -2.43918 0.73929 -0.11112 1.72 -1.13 0.42
H -1.67819 -0.69417 -0.96051 0.46 0.85 1.71
H -0.83372 -1.61168 1.37571 -1.55 1.31 0.26
H -1.76554 -0.17223 2.23066 0.13 -1.15 -1.22
H -3.03076 -5.15965 5.43123 -0.72 1.23 -1.62
H 4.61267 -0.25921 -0.60567 -1.24 0.27 -1.54
H 4.28198 0.93748 -2.01483 -0.74 -1.40 0.89
H 3.79611 3.93781 0.26872 -0.12 -1.87 -0.69
H 4.20772 3.05039 -1.30484 -0.49 -0.26 1.62
H 6.07350 3.18074 0.55598 -1.29 -1.42 -0.18
H 5.78919 1.50071 -0.15505 -0.68 1.21 0.93
H 5.92479 2.19571 2.64477 -1.43 -0.74 -0.90
H 4.09127 1.95083 2.45457 1.30 -0.29 -0.83
H 6.42564 -0.10742 1.55793 -1.80 0.46 0.41
H 4.56613 -0.49638 1.54785 1.37 1.02 0.75
H 4.97275 -1.14625 3.70505 0.50 0.93 -0.07
H 5.31847 0.45605 4.10962 0.04 -0.83 -0.27
C -5.14540 -4.73265 -1.91857 -0.22 -0.08 0.21
C -4.98932 -3.32992 -2.48445 0.52 -0.45 -0.18
C -4.55489 -3.36572 -3.94133 -0.11 0.20 -0.22
O -4.02185 -2.61511 -1.71849 -0.09 0.29 0.03
H -4.19571 -5.27619 -1.95459 -0.03 0.05 -0.14
H -5.44659 -4.69166 -0.86821 -0.03 0.04 -0.11
H -5.89450 -5.30192 -2.47527 0.07 0.00 0.04
H -5.93670 -2.79057 -2.39650 0.18 0.10 0.12
H -3.58475 -3.86202 -4.04742 -0.10 -0.10 0.07
H -4.43550 -2.35118 -4.33145 -0.09 -0.08 0.05
H -5.28632 -3.89399 -4.55864 0.08 0.02 0.01
H -3.17906 -3.08439 -1.78934 -0.18 0.04 0.05
```
Forces are in eV/Å.

**SMILES**: CCCNC1=C(CCSc2nnco2)C(=O)C(CC(=O)Cl)=C(CCCCN)C1=O.CC(C)O
**Electronic energy**: -2311.406316 hartree
**Maximum force**: 6.7 eV Å⁻¹
**Spin multiplicity**: 1
**Highest occupied orbital energy**: -8.5 eV
**Frontier orbital gap**: 6.9 eV
**Energy above the lowest of the compared OMol25 structures with the same formula, charge and spin**: 160.9 kcal/mol

Atom charges from the Mulliken analysis, given in e for atoms 1 to 5: C -1.174; C -0.042; C -0.345; N -0.142; C -0.293


No. 3
The following is a DFT calculation (the ωB97M-V functional and the def2-TZVPD basis) of a single C29H44O6 molecule.

The geometry in XYZ format:
```
79
Properties=species:S:1:pos:R:3:forces:R:3
C -10.55693 0.94145 -1.73489 0.01 0.17 0.17
H -9.70946 0.72242 -2.37850 0.07 -0.05 -0.12
C -10.10937 1.23688 -0.30706 -0.07 -0.23 -0.07
C -9.33574 0.07786 0.33847 0.12 0.25 0.19
C -7.81594 0.25726 0.34082 -0.18 -0.21 -0.24
C -7.19846 0.27486 -1.05549 0.21 0.12 0.28
C -5.67450 0.39355 -1.03508 -0.07 -0.17 -0.05
H -5.37657 1.22624 -0.39589 0.03 0.05 -0.06
H -5.31842 0.61259 -2.04412 0.06 0.07 0.03
C -4.98670 -0.87795 -0.54340 -0.02 0.36 -0.04
C -3.49227 -0.73146 -0.50716 -0.22 -0.15 -0.10
O -2.88520 0.31405 -0.50786 -0.05 0.18 -0.09
O -2.88152 -1.91612 -0.46070 -0.16 -0.25 0.04
C -1.46181 -1.85731 -0.34529 0.18 0.06 -0.03
C -1.06485 -0.89339 0.78042 0.00 -0.10 -0.20
O -1.58473 -0.97467 1.86394 0.02 -0.13 -0.03
C 0.01654 0.11891 0.43174 0.13 0.15 0.60
O -0.09891 0.50928 -0.91869 -0.01 0.16 -0.27
H -1.00366 0.83931 -1.03699 0.12 -0.07 0.02
C -0.02695 1.34111 1.38311 -0.10 -0.11 0.09
H -0.59586 1.09095 2.27714 -0.01 0.06 -0.03
H -0.54065 2.15719 0.87575 -0.06 -0.03 -0.01
C 1.43159 1.70937 1.70930 0.06 0.03 -0.24
H 1.61077 2.77372 1.56954 0.06 0.05 0.09
H 1.68329 1.45465 2.73859 0.04 0.02 0.09
C 2.23796 0.86059 0.72794 0.10 -0.15 0.38
C 3.73029 0.66429 0.97577 -0.23 0.32 -0.43
C 4.42358 2.02466 1.01098 0.14 -0.26 0.25
C 5.93744 1.87361 1.11852 -0.14 0.23 -0.07
C 6.47762 1.00963 0.02392 0.18 0.07 -0.11
C 7.50108 1.42504 -0.73116 -0.13 0.44 0.15
C 8.19395 0.60030 -1.71705 0.01 -0.51 -0.13
O 9.04457 1.03726 -2.46365 -0.01 0.06 0.03
C 7.80654 -0.85965 -1.67778 -0.03 -0.05 -0.25
C 6.31110 -1.01335 -1.43112 0.12 0.03 0.18
H 6.06388 -2.07536 -1.41211 -0.10 -0.01 -0.03
H 5.77917 -0.55580 -2.26981 -0.08 -0.02 -0.04
C 5.84308 -0.35486 -0.12023 -0.02 -0.19 -0.30
C 6.31796 -1.19225 1.07866 0.03 -0.06 -0.06
H 6.09006 -2.24105 0.92452 0.01 -0.04 0.05
H 5.82999 -0.87750 1.99458 -0.01 -0.01 0.18
H 7.39258 -1.07779 1.20722 0.10 0.03 0.05
C 4.29646 -0.17382 -0.18300 0.02 -0.40 0.37
H 4.10431 0.40257 -1.09782 -0.03 0.00 -0.02
C 3.52578 -1.49854 -0.37611 -0.23 0.27 -0.91
O 3.83404 -2.40684 0.66025 0.16 -0.27 0.34
H 3.24300 -3.16346 0.58684 0.01 0.03 -0.01
C 2.00630 -1.27189 -0.50395 0.21 0.13 0.21
C 1.45134 -0.45642 0.66032 -0.11 0.06 -0.42
C 1.47627 -1.25984 1.96080 0.10 0.28 0.02
H 0.96104 -2.20970 1.82228 -0.03 -0.12 0.05
H 2.49717 -1.46989 2.26137 -0.02 -0.04 0.06
H 0.97309 -0.72985 2.76262 -0.12 0.01 0.15
H 1.80972 -0.73703 -1.43317 0.00 -0.05 -0.07
H 1.51271 -2.24714 -0.56585 -0.01 -0.11 -0.10
H 3.85315 -1.93911 -1.33352 -0.03 0.13 0.14
H 8.09655 -1.33759 -2.61502 0.07 0.06 0.06
H 8.37707 -1.33085 -0.87354 0.05 -0.02 0.02
H 7.90027 2.42310 -0.60548 0.04 0.10 0.05
H 6.41555 2.85427 1.09269 0.08 -0.06 0.04
H 6.18103 1.40998 2.07833 0.03 0.01 0.06
H 4.05619 2.60577 1.85772 -0.04 0.08 -0.02
H 4.18368 2.57249 0.09657 -0.08 0.06 -0.06
H 3.88980 0.15121 1.92571 0.00 -0.03 0.10
H 2.13047 1.32350 -0.26005 0.05 0.00 -0.03
H -1.01667 -1.54806 -1.29498 -0.10 -0.13 0.18
H -1.15020 -2.87037 -0.08334 0.01 0.10 -0.01
H -5.29712 -1.11034 0.47840 0.03 -0.11 0.00
H -5.23925 -1.73704 -1.16715 0.00 -0.03 0.06
H -7.48342 -0.63401 -1.59084 -0.09 -0.02 -0.11
H -7.59535 1.12768 -1.60719 -0.07 -0.02 -0.10
H -7.38350 -0.56205 0.91911 0.07 0.03 0.08
H -7.56612 1.18915 0.85352 0.05 0.03 0.07
H -9.65460 -0.02873 1.37768 -0.03 -0.09 -0.02
H -9.58613 -0.85356 -0.17363 -0.04 -0.10 0.03
H -10.99931 1.45049 0.28880 0.04 0.09 0.02
H -9.49184 2.13712 -0.29634 0.00 0.09 0.06
H -11.22715 0.08441 -1.75059 -0.06 -0.09 -0.05
H -11.08883 1.79587 -2.14832 -0.06 0.03 -0.13
```
Forces are in eV/Å.

**SMILES**: CCCCCCCC(=O)OCC(=O)[C@@]1(O)CC[C@H]2[C@@H]3CCC4=CC(=O)CC[C@]4(C)[C@H]3[C@@H](O)C[C@@]21C
**Electronic energy**: -1582.921422 hartree
**Maximum force**: 1.0 eV Å⁻¹
**Spin multiplicity**: 1
**Highest occupied orbital energy**: -9.2 eV
**Frontier orbital gap**: 9.6 eV
**Energy above the lowest of the compared OMol25 structures with the same formula, charge and spin**: 1.8 kcal/mol

Atom charges from the Mulliken analysis, given in e for atoms 1 to 5: C -1.182; H 0.269; C -0.489; C -0.792; C -0.529


No. 4
The following is a DFT calculation (the ωB97M-V functional and the def2-TZVPD basis) of 4 unconnected molecules or ions with the total composition C19H35NO11.

The geometry in XYZ format:
```
66
Properties=species:S:1:pos:R:3:forces:R:3
C 3.91956 4.65617 0.09717 -0.14 0.03 0.26
N 2.88293 5.44453 -0.58433 -0.19 0.09 -0.37
C 3.38837 6.60477 -1.32753 0.22 0.00 0.05
C 2.02617 4.61489 -1.36154 0.19 -0.01 0.32
O 2.13946 4.45188 -2.54439 -0.15 0.13 -0.37
C 0.90035 3.98330 -0.57177 0.32 0.04 0.07
C -0.24572 4.97709 -0.36458 0.03 0.01 0.04
O -1.47248 4.30923 -0.22939 -0.06 0.12 0.06
C -0.07730 5.91937 0.82679 0.13 -0.12 0.02
O -0.58323 7.16344 0.34239 -0.14 -0.05 0.10
C -0.76338 7.09740 -0.98747 0.18 -0.17 0.07
O -1.20658 7.95361 -1.66909 -0.01 0.22 -0.15
O -0.33183 5.88349 -1.45610 -0.17 -0.04 0.01
H 4.86640 4.70332 -0.44778 -0.05 -0.08 -0.03
H 4.07816 5.01692 1.11522 0.07 0.05 -0.05
H 3.62286 3.60767 0.15895 0.02 0.03 0.02
H 3.50062 6.38769 -2.39097 0.04 -0.02 0.03
H 4.35989 6.89314 -0.92780 -0.04 0.00 0.02
H 2.71576 7.45484 -1.20527 -0.05 -0.05 -0.04
H 0.54597 3.10096 -1.10059 -0.08 0.02 0.08
H 1.27449 3.71984 0.42073 -0.15 -0.24 -0.05
H -1.88107 4.26127 -1.10264 0.06 -0.11 -0.02
H 0.96955 6.03722 1.10510 -0.02 0.04 -0.05
H -0.67362 5.58056 1.67127 -0.02 0.06 -0.03
O 1.05185 -1.32641 -1.05353 -0.03 0.06 -0.03
C 0.72946 -0.74573 -2.05322 0.03 -0.08 -0.06
O -0.56309 -0.80742 -2.44321 -0.01 0.08 0.09
C -1.08265 -0.03649 -3.53385 -0.01 -0.01 -0.06
C -0.87570 -0.72087 -4.86780 0.04 -0.05 0.02
C 1.73054 -0.00497 -2.90695 -0.02 0.17 0.07
H -0.66604 0.97144 -3.52556 0.01 0.00 0.01
H -2.14540 0.05384 -3.31390 0.00 -0.02 0.00
H 0.18267 -0.82571 -5.10580 0.00 0.03 -0.01
H -1.34732 -0.14171 -5.66233 -0.01 0.00 0.00
H -1.32001 -1.71580 -4.85152 -0.01 0.01 -0.01
H 2.15448 -0.70193 -3.63014 -0.02 -0.01 -0.01
H 2.53046 0.34034 -2.25770 0.02 -0.07 0.00
H 1.32245 0.84746 -3.44306 0.01 -0.02 -0.05
O 1.78599 -3.72453 5.99416 -0.02 0.01 -0.02
C 1.13940 -3.43503 5.02261 0.07 0.06 -0.03
O 1.34166 -4.11446 3.88142 -0.07 -0.08 0.07
C 0.51594 -3.94554 2.71448 0.00 0.08 -0.11
C 0.95779 -2.77978 1.85841 0.03 0.01 0.11
C 0.15460 -2.28610 5.04443 -0.09 -0.08 0.04
H -0.53251 -3.85902 3.00751 0.00 -0.01 0.02
H 0.61621 -4.87646 2.16390 0.05 0.01 0.06
H 0.87485 -1.83133 2.39175 -0.03 0.01 -0.02
H 0.35201 -2.71751 0.95536 0.02 -0.02 0.00
H 1.99772 -2.90730 1.55893 -0.01 -0.01 -0.03
H 0.69205 -1.37394 4.78398 0.00 0.00 -0.01
H -0.21760 -2.18653 6.06026 0.05 0.02 0.01
H -0.68312 -2.39732 4.36221 0.02 0.02 -0.03
O -0.46972 -6.41294 0.85416 -0.06 -0.09 -0.05
C -1.66787 -6.37680 0.78866 0.02 0.11 0.09
O -2.23635 -5.39455 0.05701 0.02 -0.07 -0.07
C -3.64422 -5.32486 -0.19509 -0.05 0.03 0.02
C -4.38650 -4.61665 0.91804 0.05 0.00 0.04
C -2.54097 -7.33829 1.55890 0.00 -0.09 -0.11
H -4.04984 -6.31816 -0.38936 0.01 -0.01 0.01
H -3.72139 -4.75961 -1.12247 0.01 0.01 0.01
H -4.31733 -5.16292 1.85896 -0.02 -0.02 -0.01
H -5.44127 -4.51551 0.66014 0.00 0.00 -0.01
H -3.96948 -3.62131 1.07083 -0.01 0.00 -0.01
H -2.71796 -6.91653 2.54902 -0.01 0.01 0.00
H -1.98865 -8.26594 1.67831 0.03 0.03 0.04
H -3.50045 -7.54967 1.09566 -0.02 0.03 0.02
```
Forces are in eV/Å.

**SMILES**: CN(C)C(=O)C[C@@]1(O)COC(=O)O1.CCOC(C)=O.CCOC(C)=O.CCOC(C)=O
**Electronic energy**: -1627.379910 hartree
**Maximum force**: 0.4 eV Å⁻¹
**Spin multiplicity**: 1
**Highest occupied orbital energy**: -9.7 eV
**Frontier orbital gap**: 9.9 eV

Atom charges from the Mulliken analysis, given in e for atoms 1 to 5: C -1.053; N 0.292; C -1.068; C 0.425; O -0.598


No. 5
The following is a DFT calculation (the ωB97M-V functional and the def2-TZVPD basis) of a single C6H8N2 molecule at a distorted geometry.

The geometry in XYZ format:
```
16
Properties=species:S:1:pos:R:3:forces:R:3
C -2.25136 0.40936 0.61183 3.40 3.52 -3.28
C -1.52555 -0.32343 -0.56918 -1.73 -5.23 1.65
C -0.28164 -1.35189 -0.09528 -1.58 3.52 -1.32
C 1.39912 1.45965 -0.20905 -1.66 -5.12 -0.77
C 2.43137 0.24967 -0.20786 1.88 -1.12 3.86
C 3.24015 -0.58493 0.40595 -0.56 2.51 -5.40
H -3.05172 -0.02280 1.04142 -3.21 -1.44 0.56
H -2.33128 1.52685 0.26332 -0.85 -2.08 0.46
H -1.61487 0.61055 1.45754 1.04 -0.53 0.14
H -1.96552 -0.97741 -1.42387 -0.44 1.98 1.61
H 0.06707 -1.39751 0.92127 -0.09 0.46 0.12
H 0.02844 -2.09572 -0.78100 0.06 -0.78 -0.29
H 1.74088 2.44026 -0.17576 0.65 1.45 0.58
H 4.26517 -1.18151 0.03521 -3.26 1.60 1.63
N -0.25240 -0.00653 -0.89412 2.47 1.33 1.15
N 0.10213 1.24538 -0.38042 3.89 -0.06 -0.69
```
Forces are in eV/Å.

**SMILES**: C#C/C=N\N1C[C@H]1C
**Electronic energy**: -342.653688 hartree
**Maximum force**: 6.0 eV Å⁻¹
**Spin multiplicity**: 1
**Highest occupied orbital energy**: -8.4 eV
**Frontier orbital gap**: 8.2 eV
**Energy above the lowest of the compared OMol25 structures with the same formula, charge and spin**: 175.9 kcal/mol

Atom charges from the Mulliken analysis, given in e for atoms 1 to 5: C -1.195; C 0.130; C -0.713; C -0.202; C -0.080